C9H52NO18 | ωB97M-V/def2-TZVPD

```
80
Properties=species:S:1:pos:R:3
C -0.79 2.76 -0.52
C -1.18 1.27 -0.84
C -0.89 1.03 -2.33
C 0.59 0.76 -2.65
C 1.03 -0.41 -1.78
C 0.78 -0.17 -0.28
N -0.59 0.25 0.01
O -1.00 0.28 1.43
C 1.86 0.77 0.17
C 1.20 -1.48 0.52
C -2.75 1.21 -0.80
H -1.48 3.45 -1.01
H 0.20 3.10 -0.81
H -0.73 2.88 0.57
H -1.25 1.87 -2.92
H -1.47 0.16 -2.65
H 1.21 1.65 -2.61
H 0.77 0.32 -3.63
H 2.10 -0.48 -1.99
H 0.52 -1.33 -2.06
H 1.96 1.72 -0.36
H 2.88 0.38 0.07
H 1.69 1.12 1.19
H 0.47 -2.21 0.18
H 1.27 -1.34 1.60
H 2.13 -1.90 0.15
H -3.30 1.75 -1.57
H -3.02 1.79 0.08
H -3.10 0.18 -0.77
O -0.47 -3.88 8.35
H 0.42 -3.57 8.50
H -0.77 -3.39 7.58
O -10.17 3.54 -2.25
H -10.02 4.48 -2.31
H -9.33 3.15 -2.50
O 7.08 -2.01 5.26
H 7.91 -1.66 4.94
H 6.42 -1.69 4.65
O 2.60 5.86 4.77
H 2.57 5.43 3.91
H 3.50 6.15 4.87
O 8.09 3.08 3.80
H 8.29 3.15 2.86
H 7.88 3.98 4.06
O -10.39 -2.23 2.83
H -10.90 -2.37 3.62
H -9.54 -1.91 3.15
O 2.97 5.57 -9.07
H 3.39 5.33 -8.24
H 3.44 6.36 -9.36
O 10.75 -2.63 0.41
H 11.08 -2.42 1.28
H 9.97 -2.08 0.31
O 8.68 2.24 -1.60
H 8.44 3.09 -1.95
H 9.23 1.85 -2.29
O -3.30 -5.43 -0.14
H -4.15 -5.54 0.28
H -3.06 -4.52 0.05
O -4.28 -5.16 -5.42
H -4.82 -5.95 -5.42
H -3.96 -5.09 -4.52
O -6.33 -1.82 4.47
H -5.43 -1.49 4.42
H -6.67 -1.47 5.28
O -4.10 0.14 -9.69
H -4.82 -0.49 -9.61
H -3.51 -0.09 -8.97
O 0.62 1.64 7.56
H 1.19 2.36 7.29
H 0.21 1.34 6.75
O 2.58 -3.67 -8.64
H 2.12 -3.26 -7.91
H 3.05 -4.40 -8.25
O -5.07 4.51 4.27
H -5.20 4.99 3.45
H -4.64 3.70 4.02
O -0.21 -8.08 3.03
H -0.17 -7.28 3.56
H -0.28 -7.76 2.13
```

Calculated values
LUMO energy, hartree: 0.0551
Net charge: -1
Relative energy (zero: lowest compared OMol25 entry of this formula, charge and spin), kJ/mol: 544.00
HOMO energy, eV: -2.157
Strongest force on any atom, eV/Å: 2.5



C9H58NO21 | ωB97M-V/def2-TZVPD

```
89
Properties=species:S:1:pos:R:3
C 0.93 -1.12 2.81
C 0.11 -0.89 1.57
C -1.23 -0.25 2.01
C -2.06 0.20 0.87
C -1.27 1.13 -0.05
C 0.13 0.68 -0.50
N 0.76 0.08 0.70
O 2.11 -0.28 0.44
C 0.80 1.97 -1.01
C -0.07 -0.33 -1.63
C -0.06 -2.26 0.86
H 1.89 -1.59 2.63
H 0.31 -1.73 3.47
H 1.13 -0.19 3.36
H -0.89 0.56 2.66
H -1.82 -0.96 2.61
H -3.01 0.69 1.11
H -2.37 -0.68 0.28
H -1.28 2.09 0.49
H -1.88 1.43 -0.91
H 0.21 2.47 -1.78
H 1.86 1.96 -1.27
H 0.85 2.69 -0.19
H 0.05 0.10 -2.63
H -1.05 -0.81 -1.63
H 0.67 -1.13 -1.65
H 0.87 -2.47 0.34
H -0.93 -2.39 0.21
H -0.19 -3.12 1.54
O 4.12 1.64 0.54
H 3.41 0.94 0.54
H 4.71 1.39 -0.18
O -1.98 0.22 -4.51
H -2.18 -0.21 -3.66
H -2.57 -0.21 -5.14
O -2.54 -5.11 -0.14
H -2.65 -4.71 0.73
H -1.94 -5.85 0.00
O -3.98 3.64 1.48
H -4.71 4.27 1.47
H -4.32 2.86 1.95
O 0.22 -1.07 -6.05
H 0.49 -1.09 -5.11
H -0.58 -0.55 -6.05
O -0.40 5.29 0.54
H -0.71 5.17 -0.37
H 0.41 4.76 0.59
O -2.48 4.37 -1.28
H -2.83 3.66 -0.71
H -2.74 4.11 -2.17
O -4.93 1.28 2.95
H -4.15 0.71 2.96
H -4.97 1.66 3.83
O 1.57 -5.26 0.30
H 1.87 -6.07 -0.13
H 0.64 -5.41 0.49
O 1.94 -3.00 5.86
H 1.22 -2.33 5.96
H 2.49 -2.67 5.14
O 2.76 -3.13 -1.32
H 2.92 -2.53 -0.57
H 2.16 -3.81 -0.96
O 3.39 0.24 -2.26
H 2.70 0.13 -1.56
H 3.09 1.00 -2.77
O 2.60 4.85 0.10
H 3.55 4.75 -0.04
H 2.28 3.95 0.26
O -0.57 -3.89 -1.98
H -0.96 -4.57 -1.42
H -0.52 -3.11 -1.40
O 1.83 2.39 2.10
H 2.60 2.34 1.53
H 1.37 1.55 1.94
O -0.10 -1.15 6.03
H -1.06 -1.13 6.09
H 0.17 -0.22 6.03
O 2.19 -1.71 -3.99
H 2.67 -2.54 -4.12
H 2.68 -1.26 -3.27
O -4.68 1.07 -1.53
H -3.83 1.14 -1.99
H -5.05 0.24 -1.82
O -0.61 3.28 -4.88
H -1.16 2.58 -4.50
H 0.04 2.81 -5.41
O 4.20 -0.64 2.77
H 3.47 -0.71 2.13
H 4.88 -0.16 2.29
```

Calculated values
LUMO energy, hartree: 0.0550
Net charge: -1
Relative energy (zero: lowest compared OMol25 entry of this formula, charge and spin), kJ/mol: 119.90
HOMO energy, eV: -4.185
Strongest force on any atom, eV/Å: 2.3



C9H58NO21 | ωB97M-V/def2-TZVPD

```
89
Properties=species:S:1:pos:R:3
C -1.34 -2.66 -0.05
C -0.79 -1.24 -0.20
C -0.96 -0.48 1.15
C -0.31 0.84 1.27
C 1.18 0.67 0.95
C 1.51 -0.05 -0.41
N 0.65 -1.29 -0.63
O 0.85 -1.88 -1.87
C 2.97 -0.61 -0.29
C 1.44 1.06 -1.56
C -1.64 -0.41 -1.24
H -0.66 -3.29 0.53
H -1.40 -3.16 -1.02
H -2.26 -2.70 0.53
H -0.58 -0.97 2.05
H -1.99 -0.24 1.39
H -0.37 1.25 2.28
H -0.68 1.56 0.54
H 1.60 0.09 1.77
H 1.72 1.61 1.08
H 3.26 -1.05 -1.25
H 3.17 -1.34 0.49
H 3.81 0.07 -0.14
H 2.10 1.88 -1.30
H 0.45 1.45 -1.78
H 1.91 0.55 -2.40
H -1.71 -1.04 -2.13
H -1.13 0.54 -1.41
H -2.70 -0.24 -1.00
O -4.30 1.50 1.56
H -3.99 1.01 2.32
H -5.23 1.28 1.50
O -1.81 -5.83 0.42
H -2.13 -6.22 1.23
H -1.36 -5.04 0.69
O 3.17 -1.24 -3.87
H 2.45 -1.60 -3.35
H 3.89 -1.14 -3.25
O -3.10 -0.82 3.68
H -2.97 -1.68 3.29
H -2.34 -0.70 4.25
O -1.21 0.34 5.14
H -0.49 0.05 5.70
H -0.98 1.23 4.89
O -3.79 2.74 -0.88
H -4.04 3.27 -0.12
H -3.70 1.85 -0.53
O 1.64 5.01 0.03
H 2.27 5.71 0.20
H 2.05 4.48 -0.66
O 2.85 4.40 -2.22
H 2.19 4.70 -2.85
H 3.47 3.90 -2.74
O -3.82 0.62 -3.61
H -2.99 1.08 -3.57
H -3.62 -0.20 -4.07
O -5.14 -3.44 1.30
H -5.35 -2.81 1.99
H -4.20 -3.34 1.17
O 2.93 3.04 3.01
H 2.74 3.10 2.08
H 3.16 3.94 3.27
O 2.33 -4.52 -0.05
H 1.99 -3.66 -0.30
H 2.20 -5.06 -0.83
O -1.56 4.36 -1.40
H -2.40 3.91 -1.34
H -0.98 3.87 -0.81
O 6.90 0.09 -0.36
H 6.27 0.06 0.36
H 6.76 -0.72 -0.84
O -2.47 3.74 2.32
H -3.34 3.96 1.98
H -2.51 2.79 2.48
O -3.20 -2.87 -3.60
H -2.70 -2.64 -4.38
H -2.53 -3.06 -2.94
O 0.91 2.56 4.83
H 1.20 2.02 5.56
H 1.59 2.44 4.16
O -0.20 -4.67 -2.98
H 0.08 -3.85 -2.57
H 0.12 -4.61 -3.88
O 5.03 -0.08 2.14
H 4.33 0.10 2.77
H 5.06 -1.04 2.08
O 0.69 -0.21 -4.83
H 0.56 -0.47 -3.91
H 1.56 -0.54 -5.05
```

Calculated values
LUMO energy (spin up / spin down), hartree: -0.0151 / -0.0641
Spin multiplicity: 2
Relative energy (zero: lowest compared OMol25 entry of this formula, charge and spin), kJ/mol: 0.00
HOMO energy (spin up / spin down), eV: -10.324 / -10.624
Strongest force on any atom, eV/Å: 4.1
<S²>: 0.7550



C9H5BF2N3O6S | ωB97M-V/def2-TZVPD

```
27
Properties=species:S:1:pos:R:3
O -1.57 -1.00 -2.18
N -1.52 -1.62 -1.13
O -1.39 -2.94 -1.33
C 0.01 -3.39 -1.07
C 0.79 -2.16 -0.26
C 0.58 -2.14 1.38
C 1.25 -0.94 2.29
C 2.16 0.23 1.55
C 2.34 0.18 -0.08
N 3.05 1.09 -1.05
S 2.84 0.51 -2.71
N 1.88 -0.98 -2.53
C 1.68 -0.99 -1.02
H -0.04 -4.36 -0.38
H 0.54 -3.65 -2.09
H -0.10 -2.98 1.88
H 1.05 -0.95 3.46
H 2.66 1.09 2.18
B -1.13 3.42 -0.39
O -0.83 2.08 0.14
C -1.86 1.73 0.92
O -1.93 0.67 1.52
C -2.84 2.78 0.95
O -3.89 2.78 1.57
O -2.43 3.80 0.18
F -1.21 3.38 -1.84
F -0.10 4.36 0.03
```

Calculated values
LUMO energy, hartree: 0.0233
Net charge: -1
HOMO energy, eV: -6.167
Strongest force on any atom, eV/Å: 7.1



C9H64NO24 | ωB97M-V/def2-TZVPD

```
98
Properties=species:S:1:pos:R:3
C 1.00 1.05 1.93
C 0.29 0.57 0.59
C 1.50 0.89 -0.42
C 1.18 0.30 -1.83
C 0.94 -1.21 -1.68
C -0.22 -1.58 -0.74
N -0.03 -0.90 0.62
O -1.00 -1.25 1.67
C -0.07 -3.11 -0.59
C -1.61 -1.29 -1.36
C -0.88 1.51 0.26
H 1.80 0.41 2.29
H 0.32 1.08 2.78
H 1.32 2.09 1.89
H 2.46 0.56 -0.05
H 1.47 1.98 -0.53
H 1.99 0.57 -2.50
H 0.26 0.68 -2.26
H 1.85 -1.66 -1.28
H 0.77 -1.47 -2.72
H -0.30 -3.70 -1.48
H -0.66 -3.49 0.24
H 0.94 -3.36 -0.27
H -2.42 -1.66 -0.74
H -1.61 -1.73 -2.35
H -1.87 -0.23 -1.48
H -1.69 1.44 0.99
H -1.38 1.49 -0.71
H -0.53 2.54 0.27
O -0.10 -3.87 -8.85
H 0.25 -4.35 -9.60
H 0.66 -3.62 -8.33
O 3.68 -3.00 2.43
H 3.13 -2.27 2.14
H 3.12 -3.52 3.00
O 5.65 6.69 4.04
H 5.76 5.77 3.80
H 4.76 6.74 4.39
O 1.13 -8.32 2.70
H 0.48 -9.01 2.86
H 1.42 -8.46 1.80
O -4.58 6.08 -4.11
H -5.20 5.58 -3.58
H -3.73 5.90 -3.71
O -0.98 4.57 8.12
H -0.48 4.34 8.90
H -0.56 5.37 7.79
O -6.83 -5.54 -1.46
H -6.69 -5.62 -0.52
H -6.40 -6.31 -1.84
O 6.17 3.31 -5.09
H 6.17 2.58 -5.71
H 6.53 2.93 -4.29
O 7.40 1.45 -1.37
H 6.97 0.85 -0.76
H 8.02 1.94 -0.83
O -4.48 -8.60 0.41
H -4.34 -7.75 0.81
H -4.33 -8.46 -0.53
O -1.79 0.56 7.34
H -1.85 0.27 6.43
H -2.01 1.49 7.32
O 0.66 -4.70 4.81
H 0.76 -5.57 4.42
H -0.04 -4.29 4.30
O 6.10 5.67 -1.17
H 5.77 5.43 -2.03
H 7.03 5.85 -1.30
O 1.66 7.53 6.08
H 1.62 8.38 6.50
H 1.07 7.60 5.33
O -5.44 -4.99 2.98
H -5.74 -5.22 3.86
H -5.03 -4.13 3.09
O 4.01 -3.97 -7.49
H 4.55 -4.52 -8.06
H 4.10 -4.37 -6.62
O -5.68 -0.36 -5.82
H -5.53 -1.27 -6.08
H -5.67 -0.38 -4.87
O -7.22 -1.24 -1.87
H -7.29 -2.18 -1.98
H -6.76 -1.13 -1.03
O -0.21 6.17 -3.13
H 0.13 5.44 -3.64
H 0.48 6.37 -2.50
O 2.89 7.84 -0.06
H 3.33 8.63 0.25
H 3.58 7.17 -0.04
O 1.82 -9.25 -1.23
H 1.29 -8.65 -1.76
H 2.71 -9.13 -1.55
O -5.80 -0.27 2.42
H -4.86 -0.42 2.41
H -6.08 -0.53 3.29
O -1.08 8.48 3.02
H -0.85 8.32 2.10
H -1.07 9.43 3.12
```

Calculated values
LUMO energy, hartree: 0.0585
Net charge: -1
Relative energy (zero: lowest compared OMol25 entry of this formula, charge and spin), kJ/mol: 627.01
HOMO energy, eV: -2.236
Strongest force on any atom, eV/Å: 2.7



C9H64NO24Pd | ωB97M-V/def2-TZVPD

```
99
Properties=species:S:1:pos:R:3
Pd 0.13 5.82 0.32
C 0.57 0.60 2.17
C 0.83 0.07 0.67
C 0.73 -1.44 0.72
C -0.65 -2.05 0.80
C -1.44 -1.52 -0.35
C -1.55 0.05 -0.28
N -0.15 0.56 -0.31
O -0.18 1.96 -0.32
C -2.68 0.43 0.83
C -2.22 0.45 -1.59
C 2.29 0.45 0.28
H -0.34 0.20 2.62
H 0.31 1.66 2.18
H 1.40 0.30 2.80
H 1.25 -1.85 1.59
H 1.25 -1.86 -0.14
H -1.08 -1.60 1.70
H -0.58 -3.13 0.94
H -2.39 -2.06 -0.32
H -1.05 -1.84 -1.31
H -2.45 0.12 1.85
H -3.70 0.15 0.58
H -2.72 1.52 0.78
H -3.18 -0.04 -1.71
H -1.64 0.28 -2.50
H -2.47 1.51 -1.67
H 3.07 0.03 0.91
H 2.40 1.52 0.10
H 2.40 0.06 -0.73
O 1.33 -6.49 2.99
H 0.44 -6.32 2.67
H 1.58 -7.31 2.57
O 2.59 -5.92 -1.16
H 1.84 -5.90 -0.58
H 2.95 -6.81 -1.06
O -2.44 2.94 5.16
H -1.61 3.23 5.53
H -2.40 1.99 5.20
O -2.33 -6.40 3.13
H -3.10 -5.83 3.13
H -2.37 -6.86 2.29
O 4.31 -4.47 4.22
H 3.62 -5.12 4.13
H 3.86 -3.63 4.21
O -1.25 -1.30 7.86
H -1.83 -0.94 8.52
H -1.76 -1.29 7.05
O -6.80 3.00 -4.05
H -7.02 2.07 -4.10
H -6.00 3.08 -4.57
O -3.31 -1.93 5.08
H -4.04 -2.47 5.37
H -3.18 -2.17 4.16
O 6.11 -0.17 -3.89
H 6.88 -0.08 -3.34
H 5.72 -1.01 -3.62
O -1.99 6.48 -1.89
H -2.92 6.24 -1.85
H -1.85 6.75 -2.79
O 6.51 3.26 0.94
H 6.48 3.62 1.82
H 5.78 2.64 0.91
O -7.20 -0.64 -5.00
H -7.81 -1.13 -4.45
H -6.36 -1.10 -4.90
O -2.25 5.49 2.29
H -2.36 4.81 2.96
H -3.02 6.06 2.39
O -3.24 -1.80 -6.43
H -2.92 -2.57 -6.89
H -2.49 -1.51 -5.90
O 2.79 6.42 -0.98
H 3.33 5.87 -1.55
H 3.42 6.89 -0.44
O 4.95 -4.01 -3.35
H 5.47 -4.81 -3.43
H 4.17 -4.28 -2.86
O -3.00 -5.29 -3.94
H -2.22 -5.83 -3.97
H -2.69 -4.40 -4.08
O 8.52 0.63 -1.18
H 8.01 1.31 -0.74
H 9.20 1.12 -1.65
O 5.72 -0.79 5.02
H 6.46 -0.24 5.30
H 6.13 -1.52 4.56
O 2.32 5.14 2.73
H 3.26 5.04 2.60
H 2.14 4.72 3.57
O -3.36 2.47 -6.35
H -2.49 2.45 -5.95
H -3.45 1.62 -6.79
O -5.23 4.66 -1.10
H -5.54 4.11 -1.82
H -4.72 4.06 -0.55
O 1.36 1.55 -4.16
H 1.06 1.37 -3.27
H 2.00 0.87 -4.35
```

Calculated values
LUMO energy (spin up / spin down), hartree: -0.1574 / -0.2018
Net charge: +1
Spin multiplicity: 3
Relative energy (zero: lowest compared OMol25 entry of this formula, charge and spin), kJ/mol: 216.64
HOMO energy (spin up / spin down), eV: -11.951 / -12.606
Strongest force on any atom, eV/Å: 5.6
<S²>: 2.0062



| no. | M (g/mol) |
| --- | --- |
| 1 | 462.5 |
| 2 | 516.5 |
| 3 | 516.5 |
| 4 | 332.0 |
| 5 | 570.6 |
| 6 | 677.0 |